Record 1
Density functional theory data (ωB97M-V/def2-TZVPD) for 2 unconnected molecules or ions with the total composition ClF3Si.

For the highest occupied orbital energy, the calculation gives -10.78 eV. The orbital gap comes out at 8.2 eV. The energy relative to the best compared isomer or geometry (same formula, charge and spin) comes out at 313.1 kJ/mol. The LUMO energy is -2.622 eV.

Element x y z (Å)
F: 0.54574 1.10580 1.03333
F: 0.80408 -1.21676 0.84762
F: 1.00047 -0.00407 -1.45089
Si: 0.32402 0.04702 -0.05314
Cl: -2.67430 0.06802 -0.37692

---

Record 2
Density functional theory data (ωB97M-V/def2-TZVPD) for 7 unconnected molecules or ions with the total composition C57H82Br2F3N2O21.

For the highest occupied orbital energy, the calculation gives -9.85 eV. The orbital gap comes out at 5.8 eV. As for the net charge: +1. The LUMO energy is -4.027 eV.

Element x y z (Å)
C: 1.30125 -7.19938 1.49764
C: 1.38672 -5.97167 0.44758
C: 1.61322 -4.53475 1.15311
C: 0.24427 -3.93818 1.78400
C: 0.60639 -2.77316 2.86430
C: -0.64561 -1.76427 3.11148
C: -0.10603 -0.47763 3.95069
C: -0.34319 0.91877 3.19102
C: 0.61859 1.13545 1.93024
C: 2.17221 1.24307 2.11713
C: 2.82367 1.18478 3.59691
N: 3.08037 1.39796 0.99855
C: 2.60248 1.48984 -0.38290
N: 3.63560 1.66770 -1.39533
C: 4.54473 0.68857 -1.29161
C: 4.29331 -0.86105 -1.57284
C: 6.03732 1.09697 -0.82347
C: 1.10121 1.42888 -0.76018
C: 0.48571 1.56415 -2.22603
C: 1.36005 0.89163 -3.39477
C: 1.90711 1.91275 -4.49664
F: 0.83270 2.10608 -5.45893
Br: 2.52334 3.65581 -3.79123
C: 3.14514 1.30013 -5.37477
F: 3.96901 0.42480 -4.59140
F: 4.01236 2.38058 -5.77403
Br: 2.52471 0.42015 -7.04809
C: 0.09686 1.25409 0.44196
C: -1.48490 1.19307 0.26417
O: -2.17899 2.14767 0.70090
O: -2.10750 0.09874 -0.42284
C: -3.27611 -0.34989 0.34047
O: -4.49526 0.29381 -0.13063
C: -5.63504 -0.43226 0.34723
C: -5.67645 -0.70699 1.90102
C: -6.88154 -1.44041 2.53537
C: -6.88784 -1.65109 4.12004
C: -8.02287 -1.89005 1.57278
C: -7.96354 -1.64328 0.02071
C: -6.73467 -0.89737 -0.63330
C: -6.76343 -0.66216 -2.21154
C: -5.32737 -0.63366 -2.92404
C: -7.59055 -1.87504 -2.92797
H: 1.24179 -6.82056 2.58829
H: 2.20772 -7.90584 1.41556
H: 0.35451 -7.81076 1.27263
H: 2.22854 -6.22064 -0.29084
H: 0.37697 -5.91658 -0.10455
H: 2.44880 -4.62132 1.92754
H: 1.99414 -3.82153 0.32692
H: -0.48443 -3.56433 0.98438
H: -0.23993 -4.80315 2.37263
H: 1.46913 -2.11382 2.50059
H: 0.85131 -3.24683 3.89137
H: -1.44221 -2.33035 3.72978
H: -1.12112 -1.42777 2.12195
H: 0.98968 -0.68688 4.20335
H: -0.68771 -0.45689 4.93959
H: -1.45862 0.97798 2.93814
H: -0.13783 1.75746 3.95509
H: 3.54028 0.28672 3.67428
H: 3.45215 2.14204 3.69380
H: 2.02306 1.16137 4.41869
H: 4.09034 1.47000 1.23677
H: 4.39777 -1.14731 -2.68625
H: 4.98687 -1.52715 -0.93967
H: 3.22197 -1.11485 -1.22178
H: 6.11726 2.22626 -0.65074
H: 6.20759 0.58195 0.21033
H: 6.84272 0.70873 -1.53392
H: 0.20743 2.66286 -2.41351
H: -0.52133 0.99436 -2.20469
H: 2.16365 0.24584 -2.90204
H: 0.67288 0.15099 -3.96057
H: -3.32317 -1.49384 0.26020
H: -3.05637 -0.10855 1.44633
H: -4.82967 -0.37813 2.60476
H: -5.79713 -1.50302 4.46807
H: -7.54257 -0.88744 4.65806
H: -7.19112 -2.71224 4.44083
H: -8.92126 -2.41960 2.04583
H: -8.86359 -2.01398 -0.56387
H: -7.39759 0.28268 -2.42164
H: -5.49185 -0.65779 -4.06533
H: -4.86495 0.39997 -2.68334
H: -4.64537 -1.50616 -2.64839
H: -7.45628 -1.84160 -4.06093
H: -8.69906 -1.86669 -2.66918
H: -7.06133 -2.83972 -2.56149
C: 6.66178 0.51450 5.72013
C: 6.68646 -0.60059 4.69573
C: 7.94083 -1.42114 4.72734
O: 8.05701 -1.86354 3.37698
C: 7.42786 -0.93431 2.60878
O: 7.50516 -0.87993 1.41122
O: 6.70160 -0.07103 3.37085
H: 7.37650 1.30045 5.46450
H: 5.67880 0.98436 5.73923
H: 6.88412 0.14163 6.72202
H: 5.79494 -1.23058 4.80185
H: 7.86209 -2.27263 5.40513
H: 8.83671 -0.84531 4.98093
C: -1.45735 4.06887 -6.44294
C: -2.81304 3.70038 -5.87840
C: -2.89319 2.28704 -5.38069
O: -4.26820 1.96979 -5.56525
C: -4.71419 2.75475 -6.58726
O: -5.76606 2.60818 -7.14133
O: -3.80839 3.72279 -6.89743
H: -1.27065 3.55098 -7.38803
H: -1.41871 5.13925 -6.66220
H: -0.65446 3.83262 -5.74132
H: -3.10518 4.41525 -5.09987
H: -2.61743 2.20192 -4.32755
H: -2.29357 1.58068 -5.96470
C: -6.08997 3.14216 -3.05312
C: -6.89043 4.40160 -2.80175
C: -7.73408 4.82013 -3.96944
O: -7.80445 6.23304 -3.81035
C: -6.68135 6.60640 -3.13535
O: -6.31467 7.73920 -3.00697
O: -6.02778 5.52268 -2.62883
H: -5.29066 3.32154 -3.77654
H: -5.60460 2.81365 -2.12918
H: -6.72394 2.32996 -3.41576
H: -7.49331 4.29127 -1.89272
H: -8.73217 4.37967 -3.93924
H: -7.27766 4.60322 -4.94125
C: 10.48587 -2.86208 1.13877
C: 11.60598 -3.56256 1.87865
C: 12.61883 -4.19959 0.97346
O: 13.09578 -5.28677 1.75763
C: 12.08912 -5.62246 2.61278
O: 12.06890 -6.61932 3.27489
O: 11.10714 -4.67687 2.61276
H: 9.83053 -3.58297 0.64174
H: 9.86000 -2.30723 1.84084
H: 10.87361 -2.16100 0.39618
H: 12.08097 -2.87252 2.58618
H: 13.43528 -3.52056 0.72129
H: 12.19034 -4.60115 0.04915
C: 4.91171 4.33640 10.81118
C: 4.94070 3.21672 9.79241
C: 6.19730 2.39916 9.83399
O: 6.31943 1.95051 8.48763
C: 5.68974 2.87480 7.71011
O: 5.77213 2.92176 6.51305
O: 4.95946 3.73910 8.46546
H: 5.62762 5.12179 10.55313
H: 3.92537 4.80756 10.82557
H: 5.13140 3.96846 11.81569
H: 4.05008 2.58623 9.89846
H: 6.11832 1.55116 10.51626
H: 7.09040 2.97918 10.08789
C: -8.67689 -0.82327 -8.75038
C: -9.51368 -1.10384 -7.52004
C: -10.76366 -0.27835 -7.44230
O: -10.97861 -0.17253 -6.03915
C: -9.75787 -0.29208 -5.44792
O: -9.53765 -0.04952 -4.29483
O: -8.81880 -0.71876 -6.33685
H: -8.21660 0.16740 -8.69566
H: -7.85716 -1.54333 -8.82110
H: -9.27313 -0.89063 -9.66300
H: -9.73746 -2.17492 -7.45128
H: -11.61276 -0.76459 -7.92563
H: -10.64964 0.73060 -7.85209

---

Record 3
Density functional theory data (ωB97M-V/def2-TZVPD) for a molecular structure, C28H77MgN5O9.

For the highest occupied orbital energy, the calculation gives -7.28 eV. The orbital gap comes out at 7.5 eV. The LUMO energy is 0.204 eV.

Element x y z (Å)
Mg: -2.96041 -9.53519 -4.39348
C: -5.94138 -11.38035 -4.94990
C: -5.40532 -10.57116 -6.07452
O: -4.28466 -9.80640 -5.79910
H: -6.43158 -10.77871 -4.18451
H: -5.18512 -11.94064 -4.40013
H: -6.59298 -12.17745 -5.30789
H: -6.16393 -9.92480 -6.51591
H: -5.15166 -11.30283 -6.84161
C: -0.39769 -11.81145 -1.86854
C: -1.61324 -12.16057 -2.75089
O: -2.05666 -11.13672 -3.59294
H: -0.26664 -12.53927 -1.06779
H: -0.64267 -10.89108 -1.33845
H: 0.51727 -11.58210 -2.41475
H: -2.39249 -12.69506 -2.20757
H: -1.24995 -12.87910 -3.48562
C: -5.44104 -6.31111 -5.85760
C: -5.24420 -5.32071 -4.73680
O: -4.41167 -5.90137 -3.80904
H: -6.09860 -5.92993 -6.63889
H: -5.88765 -7.23026 -5.47838
H: -4.50135 -6.58173 -6.33910
H: -6.16840 -4.96973 -4.27769
H: -4.78375 -4.38579 -5.05619
H: -4.26079 -5.30342 -3.07331
C: 0.89211 -8.44013 -0.75416
C: 1.02141 -8.31642 -2.25254
O: 0.34216 -7.20466 -2.75323
H: 1.62549 -7.78560 -0.28315
H: 1.15259 -9.42206 -0.35909
H: -0.10244 -8.19449 -0.38182
H: 0.47745 -9.13298 -2.72734
H: 2.08032 -8.27017 -2.50684
H: 0.69477 -6.39086 -2.38580
C: -2.89403 -11.41620 -8.96074
C: -2.25182 -10.17677 -9.62211
C: -2.38851 -10.33096 -11.16210
O: -1.61045 -11.44857 -11.55136
C: -1.68842 -11.82684 -12.86729
N: -2.92583 -8.98649 -9.13438
H: -2.47979 -12.36088 -9.31300
H: -3.91852 -11.49484 -9.32453
H: -2.98681 -11.36613 -7.87585
H: -1.20467 -10.01930 -9.36365
H: -1.97236 -9.43540 -11.62350
H: -3.42365 -10.50008 -11.45873
H: -1.53878 -11.00932 -13.57253
H: -2.70161 -12.15105 -13.10484
H: -1.01845 -12.65484 -13.09894
H: -3.88529 -9.02578 -9.44743
H: -3.12376 -9.05654 -8.14645
C: -3.06033 -8.79176 -1.06492
C: -4.22499 -9.42599 -1.83232
C: -5.57632 -9.15844 -1.08479
O: -6.62157 -9.76043 -1.82734
C: -7.89657 -9.43314 -1.36123
N: -4.29317 -8.76816 -3.12007
H: -2.08412 -8.89050 -1.53965
H: -2.97382 -9.19160 -0.05461
H: -3.36239 -7.74850 -0.97285
H: -4.09917 -10.50671 -1.76667
H: -5.74779 -8.08430 -1.01472
H: -5.50931 -9.60596 -0.09316
H: -8.10787 -9.77860 -0.34924
H: -8.58294 -9.88665 -2.07630
H: -8.00978 -8.35483 -1.47318
H: -5.19354 -9.08139 -3.45373
H: -4.53268 -7.81766 -2.87657
C: -1.81591 -5.31133 -1.66864
C: -2.48072 -3.91138 -1.87991
C: -1.98966 -3.23042 -3.20452
O: -0.65147 -2.94508 -3.20975
C: -0.09147 -2.04984 -4.18913
N: -3.91053 -4.11236 -1.67517
H: -2.03747 -5.91461 -2.54901
H: -2.17311 -5.78638 -0.75494
H: -0.73718 -5.26586 -1.51906
H: -2.25897 -3.24339 -1.04762
H: -2.54683 -2.31603 -3.40836
H: -2.28068 -3.87764 -4.03188
H: -0.33192 -2.47159 -5.16504
H: 0.98857 -2.09472 -4.04911
H: -0.47848 -1.03089 -4.18052
H: -4.11599 -4.42373 -0.73659
H: -4.44365 -3.26240 -1.79108
C: -1.15460 -6.05890 -5.85452
C: -1.49646 -7.55990 -5.70316
C: -0.38804 -8.52751 -6.06062
O: -1.01979 -9.84253 -6.05515
C: -0.15049 -10.89124 -6.28248
N: -1.87754 -7.78988 -4.31228
H: -1.74924 -5.46345 -5.16175
H: -1.34563 -5.76982 -6.88797
H: -0.14347 -5.78496 -5.55341
H: -2.39496 -7.78949 -6.27596
H: 0.44452 -8.45038 -5.36135
H: 0.04900 -8.38952 -7.04959
H: 0.68841 -10.85766 -5.58733
H: 0.25434 -11.00279 -7.28835
H: -0.55410 -11.85285 -5.96547
H: -1.08172 -7.42887 -3.80588
H: -2.60955 -7.12794 -4.09759
C: -6.58263 -15.24305 -4.64978
C: -6.04997 -15.11446 -6.09152
C: -4.92172 -16.08081 -6.26342
O: -3.80126 -15.95892 -5.33154
C: -3.15610 -14.68345 -5.33068
N: -7.18589 -15.39170 -6.98505
H: -5.86185 -15.04041 -3.85763
H: -6.89748 -16.27876 -4.52217
H: -7.42361 -14.57652 -4.45848
H: -5.72355 -14.07642 -6.15489
H: -4.45549 -16.01698 -7.24660
H: -5.31460 -17.08797 -6.12416
H: -2.16097 -14.76255 -4.89300
H: -3.55681 -13.84310 -4.76381
H: -3.13222 -14.26036 -6.33493
H: -7.98135 -14.97023 -6.52710
H: -7.42879 -16.31850 -6.66545

---

Record 4
Density functional theory data (ωB97M-V/def2-TZVPD) for C5H7NOS in the gas phase.

For the highest occupied orbital energy, the calculation gives -9.23 eV. The orbital gap comes out at 10.0 eV. The energy relative to the best compared isomer or geometry (same formula, charge and spin) comes out at 144.8 kJ/mol. The LUMO energy is 0.730 eV.

Element x y z (Å)
O: 2.38868 1.80950 1.53282
S: 1.67042 -0.59508 0.49581
C: 1.56696 1.12467 0.95161
C: -0.22307 -1.56534 -1.79584
C: -0.67345 -1.57455 -0.47842
N: 0.39494 1.70769 0.84822
C: -0.19875 -0.53187 0.47487
C: -0.71464 0.91900 0.34517
H: 0.53639 -0.94813 -2.25954
H: -0.58306 -2.26329 -2.62418
H: -1.48522 -2.18949 -0.17917
H: 0.31827 2.73898 0.89326
H: -0.50155 -0.89329 1.46722
H: -1.54243 1.10103 1.02923
H: -0.95351 1.16016 -0.70106

---

Record 5
Density functional theory data (ωB97M-V/def2-TZVPD) for 9 unconnected molecules or ions with the total composition C36H63N9.

Its multiplicity is 2. For the highest occupied orbital energy (alpha / beta), the calculation gives -12.85 / -12.85 eV. The orbital gap (alpha / beta) comes out at 10.6 / 2.3 eV. Its expectation value of S² is 0.758. As for the net charge: +1. The energy relative to the best compared isomer or geometry (same formula, charge and spin) comes out at 0.0 kJ/mol. The LUMO energy (alpha / beta) is -2.246 / -10.514 eV.

Element x y z (Å)
C: 5.42657 -2.29645 5.49067
C: 4.18281 -1.37662 5.45872
C: 3.18523 -1.68750 4.30325
C: 3.78014 -1.90446 2.93992
N: 4.20756 -2.06140 1.88391
H: 6.17539 -2.08381 6.25365
H: 5.92589 -2.32489 4.52218
H: 5.10760 -3.33767 5.53786
H: 4.50219 -0.33577 5.40649
H: 3.70232 -1.45375 6.43406
H: 2.31304 -1.03378 4.29627
H: 2.68167 -2.64174 4.45805
C: -0.50680 2.45688 -4.15006
C: 0.55121 2.17947 -5.22660
C: 1.83011 1.62096 -4.68201
C: 1.62768 0.24049 -4.14767
N: 1.46084 -0.83281 -3.73912
H: -0.14646 3.03355 -3.29818
H: -1.03953 1.58846 -3.76258
H: -1.32557 3.06928 -4.52779
H: 0.78909 3.18835 -5.56375
H: 0.16159 1.64347 -6.09206
H: 2.09646 2.25165 -3.83384
H: 2.64065 1.66992 -5.40914
C: -2.25139 -4.95424 -4.93709
C: -1.89143 -3.57009 -4.19998
C: -0.49788 -3.57203 -3.47565
C: 0.64602 -3.92964 -4.33482
N: 1.56898 -4.19999 -4.95103
H: -2.32141 -5.74961 -4.19507
H: -1.51571 -5.22975 -5.69272
H: -3.26636 -4.89088 -5.32942
H: -2.65438 -3.24339 -3.49338
H: -1.72144 -2.72737 -4.87008
H: -0.51366 -4.22926 -2.60623
H: -0.33362 -2.63389 -2.94553
C: 6.14861 2.43762 -0.38506
C: 6.25121 0.94254 -0.07705
C: 5.20417 0.09793 -0.79501
C: 5.11750 0.29683 -2.25787
N: 5.01558 0.49557 -3.37152
H: 6.41240 2.60300 -1.42965
H: 6.84184 3.05228 0.18916
H: 5.14490 2.80138 -0.16520
H: 6.14166 0.79546 0.99741
H: 7.24704 0.62313 -0.38430
H: 4.21358 0.24280 -0.36390
H: 5.43267 -0.94838 -0.59222
C: 0.91227 -0.74298 1.25371
C: -0.38640 -0.07635 0.79427
C: -0.40565 0.24153 -0.70821
C: 0.53377 1.26471 -0.96230
N: 1.29183 2.05439 -1.23096
H: 0.91116 -0.82938 2.34028
H: 1.80019 -0.19073 0.94593
H: 0.98626 -1.76461 0.88102
H: -0.54581 0.80635 1.41357
H: -1.28920 -0.64462 1.01815
H: -1.41051 0.58390 -0.95550
H: -0.19726 -0.66861 -1.27063
C: -3.22055 0.18485 -5.71895
C: -4.44572 0.68599 -4.89365
C: -4.23602 0.87057 -3.35839
C: -3.59826 -0.27994 -2.66960
N: -3.08619 -1.16378 -2.08147
H: -2.62404 -0.52414 -5.14483
H: -2.49428 0.94321 -6.01140
H: -3.48584 -0.31400 -6.65108
H: -5.34954 0.09058 -5.02285
H: -4.67529 1.64187 -5.36450
H: -5.16411 1.05849 -2.81855
H: -3.70673 1.80441 -3.16896
C: 2.95446 2.18659 4.07919
C: 1.66898 2.56653 3.31296
C: 1.84560 3.04621 1.82752
C: 2.64857 4.26661 1.64327
N: 3.26093 5.23496 1.47262
H: 2.77941 2.10199 5.15171
H: 3.79888 2.84432 3.87318
H: 3.32425 1.23871 3.68820
H: 1.08852 3.28404 3.89290
H: 1.04208 1.67578 3.27219
H: 0.86583 3.33982 1.45077
H: 2.21109 2.23974 1.19180
C: -7.80873 -1.15377 0.98096
C: -6.71022 -1.39613 -0.03608
C: -5.43803 -2.02831 0.58507
C: -4.66235 -1.19517 1.50197
N: -4.04091 -0.51886 2.19272
H: -8.66546 -0.63176 0.55481
H: -7.36027 -0.60741 1.81070
H: -8.13683 -2.11067 1.38691
H: -6.44783 -0.47993 -0.56506
H: -7.12660 -2.01945 -0.82741
H: -4.78300 -2.24139 -0.25970
H: -5.64513 -2.97103 1.09149
C: -1.03517 2.33971 5.74651
C: -2.32833 1.46632 5.76494
C: -2.39328 0.42197 4.63319
C: -1.15971 -0.42648 4.63324
N: -0.19873 -1.07651 4.61680
H: -1.03912 2.88583 4.80320
H: -0.13359 1.72869 5.79025
H: -0.95401 3.05384 6.56598
H: -3.15109 2.16266 5.60284
H: -2.51638 0.98466 6.72449
H: -2.37419 0.93494 3.67163
H: -3.24226 -0.26050 4.67298

---

Record 6
Density functional theory data (ωB97M-V/def2-TZVPD) for 2 unconnected molecules or ions with the total composition C5H7Br.

For the highest occupied orbital energy, the calculation gives -8.93 eV. The orbital gap comes out at 7.7 eV. The energy relative to the best compared isomer or geometry (same formula, charge and spin) comes out at 534.4 kJ/mol. The LUMO energy is -1.225 eV.

Element x y z (Å)
C: 0.13837 -3.10200 -0.08211
C: 0.23196 -1.92075 -0.05165
C: 0.29593 0.95728 -1.33961
C: 0.14387 0.97286 1.38027
C: -0.42084 0.62528 -0.01112
Br: -2.32745 0.37197 -0.03182
H: 0.39162 -4.18667 -0.09540
H: 0.01334 0.18472 -2.01453
H: -0.29226 1.92361 -1.71644
H: 1.29502 1.07858 -1.13345
H: -0.16104 1.86908 1.69300
H: -0.48928 0.37445 2.06841
H: 1.18077 0.85160 1.33444